# 1
DFT (ωB97M-V/def2-TZVPD) results for C17H24N6NiO11P as an isolated structure.

```
60
C17H24N6NiO11P | OMol25 | ωB97M-V/def2-TZVPD
Ni 0.8563 -1.8728 -0.6051
O 4.5230 -3.6465 0.0173
C 3.4438 -3.1014 0.1942
O 2.5237 -2.9921 -0.6738
C 3.1795 -2.5302 1.5999
C 4.2408 -2.2819 2.4242
C 4.0454 -1.8673 3.7564
C 2.7595 -1.8035 4.2747
C 1.6747 -2.0529 3.4596
C 1.8232 -2.3202 2.0485
O 0.8249 -2.3372 1.2871
N 0.3758 -2.0163 4.0426
O 0.2683 -1.4616 5.1277
O -0.5476 -2.5590 3.4756
N 5.1480 -1.5476 4.5776
O 6.2714 -1.5837 4.0951
O 4.9353 -1.2310 5.7416
H 5.2478 -2.4093 2.0504
H 2.5992 -1.5624 5.3174
C -3.5430 -2.6301 -0.2791
C -3.8177 -1.2782 -0.9387
C -5.1982 -0.7638 -0.5127
C -3.7453 -1.3982 -2.4582
O -2.8975 -0.3124 -0.4546
P -1.3675 -0.1271 -0.9327
O -0.6483 0.5909 0.1371
O -0.8177 -1.4479 -1.4490
O -1.4610 0.7510 -2.3100
C -1.6171 2.1557 -2.3311
C -1.9884 2.5045 -3.7785
C -0.3136 2.8482 -1.9212
C -2.7305 2.6036 -1.3888
H -4.2767 -3.3638 -0.6088
H -3.5976 -2.5328 0.8022
H -2.5426 -2.9671 -0.5348
H -5.9755 -1.4636 -0.8076
H -5.3974 0.2015 -0.9721
H -5.2237 -0.6433 0.5663
H -4.4586 -2.1407 -2.8107
H -2.7381 -1.6846 -2.7407
H -3.9659 -0.4379 -2.9174
H -1.2046 2.1573 -4.4467
H -2.1165 3.5797 -3.8885
H -2.9201 2.0063 -4.0391
H 0.5002 2.5485 -2.5767
H -0.0767 2.5429 -0.9056
H -0.4312 3.9301 -1.9678
H -3.6823 2.1860 -1.7062
H -2.8069 3.6890 -1.3825
H -2.5012 2.2416 -0.3921
N 3.4932 3.1953 -1.2746
C 2.9454 2.9950 -0.0469
N 2.9735 4.0180 0.8373
N 2.4126 1.8862 0.3390
C 2.2118 0.7851 -0.2710
N 2.0198 -0.2572 -0.7443
H 4.1057 3.9770 -1.4327
H 3.6115 2.3845 -1.8606
H 3.1809 4.9505 0.5252
H 2.4132 3.8963 1.6652
```

Frontier orbital gap (alpha / beta): 7.13 / 7.12 eV
LUMO energy (alpha / beta): 1.7 / 1.7 eV
Energy relative to the best compared isomer or geometry (same formula, charge and spin): 31.03 kcal/mol
Spin multiplicity: 3
E_tot: -99816.3724 eV
Max |F|: 2.01 eV Å⁻¹
Total charge: -1
E_HOMO (alpha / beta): -5.388 / -5.381 eV

Results of the Mulliken charge analysis, in e, for atoms 1 through 2: number 1, Ni, carries 0.7562; number 2, O, carries -0.7320

***

# 2
DFT (ωB97M-V/def2-TZVPD) results for C7H16O2 as an isolated structure.

```
25
C7H16O2 | OMol25 | ωB97M-V/def2-TZVPD
C -0.6655 0.9927 0.6449
C 1.8102 -0.0088 1.6081
C 0.0093 2.3274 0.6121
C -1.7160 0.7384 1.6142
O 0.4407 -0.2299 1.4177
H -0.7706 0.5165 -0.3284
H 2.0118 0.8462 2.2716
H 2.3106 0.1868 0.6487
H 2.2695 -0.8989 2.0518
H -2.5677 0.1821 1.2350
H 0.9487 2.2786 0.0629
H 0.1879 2.7102 1.6167
H -0.6497 3.0278 0.0906
H -0.9443 -0.0685 2.1267
H -1.9456 1.5684 2.2759
C -0.5978 -2.5549 -0.7115
C 0.3239 -1.0189 -2.2421
C 0.2817 -0.0784 -3.1788
O -0.8031 -1.5715 -1.7232
H 1.2379 -1.2475 -1.7010
H -1.5800 -2.9566 -0.4685
H 0.0292 -3.3747 -1.0774
H -0.1449 -2.1015 0.1736
H 1.1824 0.4402 -3.4638
H -0.6586 0.2948 -3.5557
```

Frontier orbital gap: 9.76 eV
LUMO energy: 1.0 eV
Energy relative to the best compared isomer or geometry (same formula, charge and spin): 106.07 kcal/mol
E_tot: -11609.6512 eV
Max |F|: 2.99 eV Å⁻¹
E_HOMO: -8.787 eV

Results of the Mulliken charge analysis, in e, for atoms 1 through 2: number 1, C, carries 1.0511; number 2, C, carries -0.7888